[1]
Here is C40H58CaN3O2Sb as an isolated structure from the Open Molecules 2025 dataset. Energies are from ωB97M-V/def2-TZVPD.

Properties
E_LUMO, Eh: 0.008
Spin multiplicity: 1
Energy relative to the best compared isomer or geometry (same formula, charge and spin), kcal per mole: 22.8
DFT total energy, Eh: -2791.6708
F_max, eV/A: 2.725

Each line ends with the Mulliken charge.
Cartesian coordinates (Å):
Ca  0.1281  0.4773  0.4470  1.128
C  2.6194  0.4973  1.9630  -1.424
C  2.0700  -0.7546  2.7139  3.622
C  3.2226  -1.7495  2.9685  -1.389
C  1.1938  -0.3407  3.8825  -0.045
C  1.7326  0.2175  5.0457  -0.458
C  0.8910  0.5628  6.1287  -1.404
C  -0.4659  0.4323  5.9372  -0.340
C  -1.0383  -0.0181  4.7368  0.707
C  -2.5304  0.1963  4.6127  1.132
C  -3.3052  -0.7346  5.5653  -1.745
C  -2.8678  1.6395  4.7771  -1.326
C  -0.2086  -0.3928  3.6774  -0.568
N  -0.7537  -0.6248  2.3925  0.910
C  -1.6944  -1.5548  2.1802  -0.981
O  -2.1550  -2.4313  2.9057  -0.723
C  -2.3762  -1.4582  0.8479  0.382
C  -3.4066  -2.3058  0.4462  -0.704
C  -4.0519  -1.9813  -0.7587  -0.583
C  -3.6704  -0.9401  -1.5351  -0.678
C  -2.5535  -0.2052  -1.1292  0.135
N  -1.9358  -0.5691  -0.0317  0.866
C  -2.0928  1.0100  -1.8515  -1.030
O  -2.7906  1.4288  -2.7733  -0.737
N  -0.9444  1.5422  -1.4229  1.552
C  -0.7514  2.8699  -1.9558  -0.414
C  -1.0993  3.9120  -1.0804  0.468
C  -0.9509  5.2319  -1.4665  -0.310
C  -0.4396  5.5572  -2.6743  -1.708
C  -0.1268  4.5131  -3.5573  -0.441
C  -0.3030  3.1585  -3.2350  -0.175
C  0.0610  2.1052  -4.2722  2.662
C  1.5277  2.1633  -4.6345  -1.324
C  -0.9115  2.1839  -5.4637  -1.698
C  -1.8020  3.5515  0.2221  1.316
C  -2.7202  4.6481  0.6916  -1.768
C  -0.7038  3.2397  1.2666  -1.329
H  2.7114  0.4384  0.8599  -0.112
H  3.6201  0.7419  2.3801  0.582
H  1.9434  1.3494  2.1769  0.487
H  1.4326  -1.2897  1.9421  -1.935
H  3.9968  -1.4012  3.6953  0.338
H  3.7848  -1.8812  2.0076  0.262
H  2.8796  -2.7051  3.2985  0.453
H  2.8079  0.2036  5.2169  0.345
H  1.2993  0.9856  7.0538  0.375
H  -1.1343  0.7731  6.6925  0.386
H  -2.7963  -0.1550  3.6059  -0.090
H  -3.1612  -0.5231  6.6253  0.334
H  -2.9967  -1.7778  5.3566  0.390
H  -4.4105  -0.6533  5.4039  0.405
H  -2.7452  1.9872  5.8076  0.322
H  -3.8952  1.8018  4.4918  0.457
H  -2.2476  2.2927  4.1145  0.220
H  -3.6645  -3.1886  1.0767  0.483
H  -4.9127  -2.5410  -1.0942  0.417
H  -4.2298  -0.6636  -2.4582  0.468
H  -1.2182  5.9675  -0.6938  0.127
H  -0.2734  6.5764  -3.0855  0.298
H  0.2468  4.7870  -4.5164  0.417
H  -0.2080  1.1582  -3.8169  -1.273
H  1.7746  3.1292  -5.0649  0.417
H  1.7643  1.3723  -5.4012  0.346
H  2.1987  2.0051  -3.7566  0.249
H  -0.7731  3.0673  -6.1406  0.320
H  -1.8880  2.2331  -5.0251  0.431
H  -0.8285  1.3083  -6.1243  0.397
H  -2.4112  2.6770  0.1015  -0.174
H  -2.2268  5.6155  0.7417  0.365
H  -3.2719  4.3367  1.6194  0.365
H  -3.4937  4.7540  -0.0658  0.474
H  -0.3748  4.1736  1.6589  0.628
H  0.1151  2.7641  0.7534  0.456
H  -1.0614  2.6083  2.1290  0.176
C  1.1446  -4.1495  0.9852  -1.113
C  2.2607  -3.9428  -0.0396  0.233
C  2.4192  -5.1776  -0.9494  -1.318
Sb  1.7051  -2.0453  -1.0635  -0.016
C  0.6023  -2.8459  -2.8133  0.534
C  0.3612  -1.7541  -3.9001  -1.523
C  -0.6723  -3.5124  -2.2838  -1.398
C  3.5957  -1.4847  -1.9367  0.351
C  4.1608  -2.3648  -3.0421  -1.589
C  3.5523  0.0067  -2.2775  -0.927
H  1.2615  -5.0462  1.6146  0.491
H  0.1692  -4.2905  0.4827  0.176
H  0.9782  -3.2755  1.6128  -0.031
H  3.1644  -3.7093  0.4593  0.558
H  1.4910  -5.4108  -1.4675  0.214
H  2.7656  -6.0541  -0.3665  0.438
H  3.1936  -5.0771  -1.7328  0.248
H  1.2974  -3.5781  -3.2721  0.627
H  -0.2921  -1.0226  -3.4358  0.155
H  -0.1804  -2.1910  -4.7241  0.517
H  1.2414  -1.3023  -4.3447  0.199
H  -1.2556  -2.8554  -1.6266  0.208
H  -0.4878  -4.4498  -1.7547  0.264
H  -1.2824  -3.7291  -3.1532  0.500
H  4.2406  -1.6022  -1.0844  0.476
H  3.5204  -2.3819  -3.9297  0.226
H  4.2541  -3.3869  -2.7237  0.317
H  5.1138  -1.9822  -3.3416  0.514
H  2.6529  0.2714  -2.8692  -0.187
H  4.4423  0.3306  -2.8076  0.519
H  3.4341  0.6081  -1.3471  0.159

---

[2]
Here is C40H60BrClN4O3SeSiY as an isolated structure from the Open Molecules 2025 dataset. Energies are from ωB97M-V/def2-TZVPD.

Properties
E_LUMO, Eh: -0.104
Spin multiplicity: 1
Energy relative to the best compared isomer or geometry (same formula, charge and spin), kcal per mole: 26.0
Charge: +1
DFT total energy, Eh: -7768.4620
F_max, eV/A: 2.484

Each line ends with the Mulliken charge.
Cartesian coordinates (Å):
Y  -0.1225  -0.8873  1.3721  -0.839
C  1.6947  -2.5460  4.0309  -1.042
C  0.3685  -2.1717  4.6392  -0.894
N  -0.1381  -0.9219  4.0625  0.057
C  0.4841  0.3088  4.5559  -1.787
C  1.4939  0.9200  3.6073  0.876
C  2.1532  2.0877  3.9496  -1.186
C  3.1136  2.5896  3.0865  -0.873
C  3.4246  1.8876  1.9331  -0.953
C  2.7246  0.7265  1.6588  0.941
C  3.0851  -0.0947  0.4414  -1.898
N  2.1855  -1.2335  0.1904  -0.007
C  2.8245  -2.5341  0.4639  -1.082
C  2.9097  -2.7640  1.9516  -0.828
N  1.5820  -2.6613  2.5742  0.194
N  1.7443  0.2824  2.4571  1.625
H  2.0662  -3.4664  4.4904  0.542
H  2.4259  -1.7619  4.2425  0.430
H  0.4641  -2.1088  5.7276  0.523
H  -0.3624  -2.9520  4.4161  0.357
H  -1.1245  -0.8707  4.2832  0.121
H  0.9856  0.1436  5.5158  0.549
H  -0.2993  1.0470  4.7370  0.446
H  1.9171  2.5934  4.8782  0.583
H  3.6292  3.5135  3.3174  0.464
H  4.1967  2.2315  1.2559  0.568
H  4.1130  -0.4464  0.5789  0.600
H  3.0989  0.5654  -0.4264  0.555
H  1.9190  -1.2279  -0.7896  0.368
H  3.8244  -2.5823  0.0218  0.549
H  2.2105  -3.3044  0.0080  0.166
H  3.5400  -1.9962  2.4080  0.324
H  3.3827  -3.7292  2.1478  0.594
H  1.0497  -3.4993  2.3444  0.302
Cl  -6.0436  0.4969  5.9192  -0.209
C  -4.7384  0.4806  4.7788  -0.006
C  -4.0620  1.6752  4.4817  -0.648
C  -3.0246  1.6914  3.5847  -0.494
C  -2.5877  0.5146  2.9332  0.310
O  -1.6040  0.5644  2.0908  0.193
C  -3.2677  -0.6916  3.2697  1.088
C  -2.8657  -1.9761  2.7688  -0.583
O  -1.8234  -2.2413  2.1600  -0.372
C  -4.3580  -0.6762  4.1694  -1.156
H  -4.3803  2.5900  4.9661  0.463
H  -2.5199  2.6175  3.3357  0.462
H  -3.5360  -2.8119  3.0097  0.270
H  -4.8809  -1.6015  4.3835  0.447
O  -2.0370  -1.0620  -1.3841  -0.414
C  -1.2666  -1.4203  -0.5943  0.583
C  -0.1819  -8.2668  -4.3877  -1.507
C  -0.2499  -7.0972  -3.4386  0.665
C  -0.8435  -5.8981  -3.8106  -1.016
C  -0.9044  -4.8095  -2.9460  0.788
C  -1.5485  -3.5207  -3.3821  -1.565
C  -0.3533  -4.9433  -1.6726  0.621
Se  -0.3950  -3.4033  -0.5018  0.289
C  0.2428  -6.1360  -1.2551  0.766
C  0.8519  -6.3361  0.1121  -1.764
C  0.2819  -7.1945  -2.1595  -0.699
H  -0.6449  -8.0277  -5.3442  0.340
H  -0.6921  -9.1372  -3.9711  0.342
H  0.8541  -8.5553  -4.5746  0.337
H  -1.2756  -5.8023  -4.8016  0.275
H  -1.9788  -3.6181  -4.3786  0.422
H  -0.8177  -2.7081  -3.3991  0.254
H  -2.3379  -3.2224  -2.6910  0.275
H  0.4833  -5.6000  0.8247  0.133
H  1.9423  -6.2564  0.0670  0.308
H  0.6107  -7.3294  0.4928  0.510
H  0.7390  -8.1296  -1.8446  0.447
C  2.0401  2.6740  -3.5642  -1.983
C  1.6417  3.7228  -2.5142  2.749
C  2.7217  3.6904  -1.4176  -2.200
C  1.6553  5.1193  -3.1674  -1.817
Si  -0.1191  3.3615  -1.8660  -1.915
Br  0.2580  1.4676  -0.5191  0.693
C  -1.3543  2.7236  -3.1610  2.977
C  -2.7757  2.6641  -2.5829  -1.992
C  -1.0196  1.3066  -3.6571  -1.641
C  -1.3485  3.6991  -4.3543  -1.831
C  -0.8035  4.5934  -0.5850  2.890
C  -1.8974  3.9741  0.3033  -2.053
C  -1.3894  5.8043  -1.3380  -1.693
C  0.3121  5.0854  0.3469  -1.960
H  3.0693  2.8691  -3.8845  0.618
H  1.4112  2.7157  -4.4529  0.372
H  1.9994  1.6575  -3.1613  0.259
H  3.7054  3.7133  -1.8997  0.586
H  2.6621  2.7851  -0.8096  0.262
H  2.6660  4.5448  -0.7500  0.302
H  2.6412  5.2938  -3.6123  0.533
H  1.4827  5.9131  -2.4370  0.320
H  0.9140  5.2225  -3.9624  0.308
H  -2.8352  1.9995  -1.7171  0.247
H  -3.4433  2.2630  -3.3529  0.646
H  -3.1564  3.6471  -2.3036  0.378
H  -1.0885  0.5732  -2.8541  0.066
H  -0.0332  1.2306  -4.1101  0.185
H  -1.7556  1.0283  -4.4198  0.595
H  -1.5606  4.7300  -4.0542  0.332
H  -2.1299  3.3958  -5.0590  0.550
H  -0.4010  3.6919  -4.8955  0.321
H  -2.7863  3.6920  -0.2552  0.289
H  -2.2004  4.7231  1.0449  0.607
H  -1.5411  3.0924  0.8410  0.188
H  -2.2369  5.5290  -1.9690  0.290
H  -0.6488  6.3035  -1.9678  0.334
H  -1.7491  6.5381  -0.6084  0.540
H  0.8292  4.2571  0.8411  0.181
H  -0.1341  5.7162  1.1238  0.638
H  1.0467  5.6937  -0.1805  0.328

---

[3]
Here is C40H60ClKO34 as an isolated structure from the Open Molecules 2025 dataset. Energies are from ωB97M-V/def2-TZVPD.

Properties
E_LUMO, Eh: -0.041
Spin multiplicity: 1
DFT total energy, Eh: -5178.1789
F_max, eV/A: 6.311

Each line ends with the Mulliken charge.
Cartesian coordinates (Å):
K  2.4273  -0.0619  -4.5926  0.961
Cl  0.6754  -0.1646  -0.7672  0.809
O  0.0855  -0.4372  -2.0631  -0.453
O  0.5428  -1.2536  0.1754  -0.355
O  2.0345  0.0736  -1.1645  -0.638
O  -0.1014  0.9173  -0.2258  -0.277
C  4.5849  5.1915  1.2093  -1.290
C  4.9833  3.7399  0.4973  0.360
C  3.8838  2.9945  -0.3758  0.184
O  4.1390  3.3177  -1.6496  -0.086
C  5.4653  3.6960  -1.7085  0.448
O  5.9970  3.7256  -2.8049  -0.587
O  5.9658  3.9851  -0.4757  -0.344
H  4.4153  5.9902  0.4873  0.360
H  5.3593  5.3419  1.9616  0.371
H  3.6218  5.1161  1.7140  0.298
H  5.4455  3.1482  1.2875  0.282
H  2.9205  3.4231  -0.0996  0.072
H  3.8255  1.9106  -0.2764  -0.090
C  4.3177  -2.9391  1.1299  -1.388
C  4.4228  -1.3413  1.2788  1.297
C  3.7543  -0.7220  2.5435  -0.177
O  4.7513  0.0034  3.2266  -0.396
C  5.8989  -0.3099  2.6921  0.508
O  6.9286  0.1339  3.1596  -0.608
O  5.7802  -1.0958  1.5943  -0.437
H  3.9292  -3.2848  2.0878  0.394
H  5.2248  -3.5312  1.0093  0.452
H  3.6675  -3.2933  0.3300  0.214
H  3.9236  -0.9233  0.4047  -0.072
H  3.5009  -1.5589  3.1942  -0.199
H  2.9128  -0.0402  2.4206  0.331
C  -4.1533  -0.6291  -2.2571  -1.554
C  -4.5198  0.1890  -0.9951  0.672
C  -3.2961  1.1367  -0.7097  0.641
O  -3.7921  2.4441  -0.5683  -0.377
C  -5.1824  2.3442  -0.6760  0.534
O  -5.9070  3.2194  -0.3652  -0.537
O  -5.5322  1.1923  -1.1728  -0.383
H  -3.3455  -1.3596  -2.2139  0.339
H  -4.0273  0.0335  -3.1133  0.190
H  -4.9667  -1.2844  -2.5687  0.491
H  -4.7294  -0.4790  -0.1597  0.288
H  -2.5693  1.2442  -1.5149  -0.285
H  -2.8412  0.8884  0.2492  -0.120
C  3.0222  2.9529  7.0513  -1.598
C  2.7435  2.6016  5.5774  0.629
C  1.9177  1.3869  5.3264  -0.491
O  1.2195  1.7139  4.1350  0.119
C  1.1449  3.0013  3.9943  0.272
O  0.4773  3.5111  3.0901  -0.543
O  1.9321  3.5843  5.0661  -0.412
H  2.1060  2.7969  7.6207  0.399
H  3.3094  3.9863  7.2457  0.376
H  3.7079  2.2167  7.4707  0.381
H  3.7022  2.6232  5.0593  0.264
H  1.2758  1.0145  6.1248  0.354
H  2.5972  0.5501  5.1646  0.155
C  -3.5038  0.7343  4.8148  -1.039
C  -3.2281  2.1690  4.5270  0.808
C  -2.9690  2.6909  3.0775  0.696
O  -3.9757  3.7949  3.0814  -0.331
C  -4.7285  3.8060  4.1812  0.526
O  -5.6647  4.6847  4.3226  -0.639
O  -4.3189  2.9022  5.0605  -0.386
H  -3.9674  0.6536  5.7980  0.381
H  -2.7057  0.0299  5.0491  0.028
H  -4.1116  0.2636  4.0421  0.327
H  -2.3214  2.4710  5.0512  0.095
H  -2.9767  1.9522  2.2761  -0.320
H  -1.9795  3.1454  3.0268  -0.121
C  -2.8965  1.1865  -5.5895  -1.326
C  -2.1056  -0.0375  -6.0612  1.367
C  -2.1790  -0.5891  -7.4912  -0.324
O  -1.1584  0.0679  -8.1415  -0.357
C  -0.2682  0.5021  -7.3010  0.433
O  0.8207  0.9106  -7.6092  -0.604
O  -0.7019  0.3323  -6.0290  -0.031
H  -2.8365  1.5186  -4.5531  -0.034
H  -3.9548  1.0175  -5.7884  0.443
H  -2.6966  2.0942  -6.1589  0.441
H  -2.1989  -0.8393  -5.3286  -0.551
H  -3.0681  -0.1951  -7.9835  0.350
H  -2.1725  -1.6787  -7.5193  0.200
C  -1.0436  -4.9383  -0.0369  -1.218
C  0.3439  -4.8462  -0.4477  1.102
C  1.2479  -5.8544  0.2232  -0.065
O  1.9213  -6.5010  -0.8167  -0.361
C  1.2880  -6.2288  -1.9874  0.485
O  1.2878  -6.7208  -3.1603  -0.613
O  0.4225  -5.1886  -1.7747  -0.244
H  -1.2547  -4.6365  0.9890  0.334
H  -1.3598  -5.9601  -0.2472  0.474
H  -1.6497  -4.3554  -0.7303  0.022
H  0.8742  -3.8945  -0.4140  -0.222
H  0.6412  -6.5901  0.7512  0.310
H  1.8840  -5.3600  0.9573  0.070
C  -0.8328  6.1820  -1.4707  -1.567
C  -0.2720  4.7414  -1.7026  0.713
C  -1.2555  3.8192  -2.3511  -0.187
O  -0.4700  2.9572  -3.1676  -0.104
C  0.8270  3.3683  -3.3296  0.658
O  1.6792  2.8800  -4.0333  -0.607
O  0.8313  4.5558  -2.5621  -0.445
H  -1.1153  6.7336  -2.3673  0.389
H  -0.0400  6.8049  -1.0564  0.414
H  -1.7145  6.1205  -0.8329  0.377
H  0.0072  4.2646  -0.7630  0.164
H  -1.7862  4.4058  -3.1010  0.397
H  -1.9726  3.3696  -1.6642  -0.133
C  -2.2929  -5.9639  -3.6283  -1.313
C  -2.0827  -4.4137  -4.0281  0.682
C  -1.8004  -4.1460  -5.5064  -0.281
O  -3.0044  -3.5049  -6.0100  -0.362
C  -3.8188  -3.3716  -4.9646  0.646
O  -5.0453  -3.0870  -5.0410  -0.642
O  -3.2199  -3.7880  -3.8721  -0.316
H  -2.3659  -6.5892  -4.5182  0.433
H  -3.1643  -6.1185  -2.9920  0.286
H  -1.3482  -6.3121  -3.2109  0.178
H  -1.3337  -3.9789  -3.3663  0.088
H  -1.6800  -5.1146  -5.9917  0.411
H  -1.0076  -3.4031  -5.5939  0.240
C  1.0710  -3.7504  2.8633  -1.304
C  1.0577  -2.7519  4.0504  0.613
C  0.1075  -1.5577  3.9004  0.518
O  -0.6300  -1.5231  5.0956  -0.347
C  -0.4477  -2.7742  5.7217  0.465
O  -1.0326  -3.2963  6.6401  -0.558
O  0.5023  -3.4940  5.0517  -0.449
H  1.7569  -3.3541  2.1146  0.120
H  0.0630  -3.8437  2.4591  0.070
H  1.5721  -4.7180  2.8910  0.595
H  2.0109  -2.2943  4.3152  0.674
H  -0.5319  -1.6691  3.0247  0.063
H  0.4663  -0.5287  3.8764  -0.441